[1]
13 unconnected molecules or ions with the total composition C52H104O13. Source: the Open Molecules 2025 dataset; level of theory: ωB97M-V/def2-TZVPD.

Structure (ORCA input):
```
! RIJCOSX wB97M-V def2-TZVPD def2/J DEFGRID3
* xyz 0 1
C 8.6690 -0.0710 -1.4420
C 7.2856 -0.4307 -1.9555
C 6.2290 0.4294 -1.2419
O 7.1064 1.3909 -0.6134
C 8.4286 1.4028 -1.1370
H 9.4501 -0.2629 -2.1776
H 8.9279 -0.5909 -0.5196
H 7.1140 -1.5035 -1.8673
H 7.2749 -0.1936 -3.0193
H 5.6812 -0.1182 -0.4751
H 5.6078 0.8245 -2.0458
H 9.1434 1.8858 -0.4708
H 8.4655 1.9961 -2.0507
C 3.6935 7.9417 0.1099
C 4.6827 7.0035 0.8052
C 5.9382 7.1731 -0.0195
O 5.8604 8.4874 -0.5457
C 4.5238 8.7838 -0.8527
H 3.1314 8.5584 0.8112
H 2.9477 7.3265 -0.3935
H 4.3209 5.9762 0.8492
H 4.9305 7.3322 1.8145
H 6.0349 6.5154 -0.8834
H 6.8726 7.0453 0.5269
H 4.3084 8.4468 -1.8667
H 4.1812 9.8079 -0.7045
C 1.4673 -1.5494 7.7547
C 1.9317 -0.1190 7.5781
C 2.0737 0.2515 9.0438
O 0.9941 -0.4135 9.7575
C 0.6083 -1.5288 9.0205
H 2.3042 -2.2353 7.8858
H 0.9616 -1.7908 6.8198
H 1.2396 0.5477 7.0637
H 2.8837 -0.1843 7.0513
H 1.9588 1.3354 9.0337
H 2.9841 -0.0366 9.5695
H -0.4647 -1.4242 8.8599
H 0.7995 -2.4131 9.6285
C 2.6167 -5.8107 -2.1569
C 1.5760 -6.8665 -1.9779
C 1.3240 -6.8576 -0.4957
O 2.6044 -6.5101 0.0838
C 3.4538 -5.9540 -0.8781
H 2.1616 -4.8234 -2.2350
H 3.2211 -5.9573 -3.0520
H 1.9885 -7.8523 -2.1925
H 0.7482 -6.8373 -2.6865
H 0.9635 -7.8029 -0.0901
H 0.6277 -6.0388 -0.3145
H 4.2892 -6.6369 -1.0324
H 3.8448 -4.9483 -0.7236
C -6.5009 1.1735 -8.2918
C -5.3019 2.0996 -8.2396
C -4.4624 1.4368 -7.1481
O -4.5949 0.0716 -7.4706
C -5.8623 -0.1734 -8.0023
H -7.0079 1.1402 -9.2562
H -7.2095 1.4441 -7.5091
H -5.7043 3.0570 -7.9086
H -4.8273 2.2691 -9.2061
H -4.7749 1.7394 -6.1487
H -3.4770 1.7954 -7.4453
H -6.4856 -0.7700 -7.3362
H -5.6674 -0.6828 -8.9460
C -8.0621 -0.9698 -1.9290
C -6.7052 -0.5636 -1.3864
C -6.7284 -1.1806 0.0251
O -8.1930 -1.2248 0.3251
C -8.9812 -0.8315 -0.7420
H -7.9790 -2.0224 -2.1994
H -8.3960 -0.3486 -2.7601
H -6.6391 0.5116 -1.2200
H -5.7931 -0.8687 -1.8992
H -6.1735 -0.5481 0.7181
H -6.4256 -2.2276 0.0175
H -9.1626 0.2342 -0.6023
H -9.9412 -1.3358 -0.8528
C 6.9528 3.1191 4.9813
C 7.1567 3.9449 6.2164
C 8.6256 3.9431 6.5472
O 9.0315 2.6810 5.9284
C 7.9395 2.0487 5.3239
H 7.3913 3.6256 4.1215
H 5.9443 2.7862 4.7363
H 6.5636 3.5416 7.0372
H 6.7996 4.9553 6.0173
H 8.7993 3.9130 7.6228
H 9.1825 4.7582 6.0850
H 7.4996 1.3244 6.0095
H 8.2553 1.4843 4.4465
C 0.2920 1.7363 0.0538
C -0.3647 1.0591 -1.0757
C -0.5536 -0.3586 -0.5965
O 0.4724 -0.5310 0.3784
C 0.5382 0.7093 1.1464
H -0.2822 2.5887 0.4169
H 1.2477 2.1582 -0.2572
H 0.3681 1.0303 -1.8821
H -1.2675 1.5232 -1.4728
H -0.3641 -1.0158 -1.4452
H -1.5044 -0.6991 -0.1864
H 1.4259 0.9012 1.7490
H -0.3248 0.6868 1.8118
C 2.2311 -1.6415 -6.8774
C 3.6298 -2.0909 -7.2440
C 3.5135 -2.5366 -8.6797
O 2.1839 -3.1473 -8.6726
C 1.4123 -2.7581 -7.5427
H 2.0548 -0.6786 -7.3565
H 2.1014 -1.4461 -5.8129
H 3.9435 -2.9317 -6.6254
H 4.3605 -1.2912 -7.1221
H 4.2370 -3.3034 -8.9568
H 3.6469 -1.6717 -9.3295
H 1.2350 -3.5958 -6.8682
H 0.4690 -2.3390 -7.8928
C -4.6750 -6.9469 -4.0833
C -5.6941 -7.1956 -3.0288
C -4.8863 -6.7704 -1.7880
O -4.0812 -5.6963 -2.3044
C -4.0811 -5.5923 -3.6834
H -5.0525 -6.9335 -5.1058
H -3.8977 -7.7110 -4.0866
H -6.0984 -8.2075 -3.0565
H -6.5301 -6.5370 -3.2640
H -4.2300 -7.5686 -1.4410
H -5.4966 -6.4283 -0.9522
H -3.0710 -5.4202 -4.0549
H -4.7068 -4.7727 -4.0366
C -1.8702 -5.5522 4.5305
C -2.6171 -5.6870 5.8755
C -4.0507 -5.3757 5.4753
O -3.8254 -4.2841 4.5909
C -2.6767 -4.4964 3.8205
H -1.9656 -6.4932 3.9888
H -0.8443 -5.2033 4.4134
H -2.2695 -5.1042 6.7284
H -2.5566 -6.7214 6.2139
H -4.7691 -5.0338 6.2203
H -4.5729 -6.1785 4.9547
H -2.0562 -3.6003 3.8128
H -2.9193 -4.7728 2.7944
C -4.2557 1.0441 6.5631
C -3.8815 2.0367 7.6156
C -5.0467 2.0036 8.5788
O -6.1610 1.4502 7.8924
C -5.6268 0.4989 6.9276
H -3.5405 0.2324 6.4298
H -4.3264 1.4876 5.5699
H -3.7458 3.0347 7.1989
H -2.9560 1.8748 8.1682
H -5.2943 2.9923 8.9652
H -4.8477 1.3348 9.4162
H -6.2085 0.3860 6.0127
H -5.5716 -0.4698 7.4243
C -1.0824 6.4609 -4.0073
C -0.5930 7.5883 -4.9365
C -0.6976 8.8180 -4.0582
O -0.8012 8.4044 -2.7138
C -1.5078 7.1512 -2.6971
H -0.2068 5.8769 -3.7235
H -1.8551 5.8071 -4.4116
H -1.2285 7.6490 -5.8200
H 0.4221 7.3676 -5.2664
H -1.5915 9.3815 -4.3256
H 0.1353 9.4975 -4.2389
H -2.5824 7.3048 -2.5982
H -1.2115 6.6624 -1.7690
*
```

Properties
**Total energy**: -3021.45691 Ha
**Orbital gap**: 9.42 eV

[2]
A gas-phase ion, C11H21N2O2 (charge +1). Source: the Open Molecules 2025 dataset; level of theory: ωB97M-V/def2-TZVPD.

Structure (ORCA input):
```
! RIJCOSX wB97M-V def2-TZVPD def2/J DEFGRID3
* xyz 1 1
C 0.6523 0.3345 -0.3537
C -0.4361 -1.1328 1.2879
C 0.6685 -2.2897 -0.7497
C -1.9205 -1.4914 1.1364
C -1.8943 -3.1575 -0.8151
C 0.3871 -0.9435 0.0789
C -0.4127 -3.3707 -1.2930
C 0.0640 3.0049 -1.2497
C 0.4575 3.5699 1.1689
C 2.4965 2.7457 -0.1001
C 0.8717 2.6915 -0.0735
N 0.0385 -4.0797 -2.2370
N -2.0736 -2.9488 0.7058
O 1.3402 0.5703 -1.4833
O 0.4038 1.3776 0.3597
H -0.3072 -0.2677 1.9102
H 0.0894 -1.8570 1.9929
H 1.3008 -2.1542 -1.6330
H 1.3702 -2.8815 -0.1674
H -2.3478 -1.4185 2.1067
H -2.3788 -0.9622 0.3973
H -2.3603 -2.3894 -1.4604
H -2.5024 -4.0187 -0.9357
H 0.2177 2.3536 -2.1861
H -0.9767 2.8835 -0.9050
H 0.2335 3.9632 -1.5670
H 0.7451 4.5691 0.9398
H 0.9297 3.1074 2.1076
H -0.6343 3.4576 1.2566
H 2.8383 3.8008 -0.1525
H 2.9410 2.3822 0.9094
H 2.9138 2.1497 -0.8738
H -0.5141 -4.8943 -2.5341
H 2.0412 -0.0578 -1.3796
H -1.5182 -3.6165 1.1786
H -2.9980 -3.1865 1.0656
*
```

Properties
**Total energy**: -691.37828 Ha
**Orbital gap**: 8.01 eV

[3]
2 unconnected molecules or ions with the total composition C8H14F3PS. Source: the Open Molecules 2025 dataset; level of theory: ωB97M-V/def2-TZVPD.

Structure (ORCA input):
```
! RIJCOSX wB97M-V def2-TZVPD def2/J DEFGRID3
* xyz 0 1
C 3.2161 0.7841 -1.1210
C 2.4579 -0.2821 -1.1772
C -0.6557 -2.9468 -0.5229
C -1.9560 -1.4635 1.2096
C -0.4181 2.5959 -0.6925
C 0.2651 1.5912 1.5200
C -0.6731 -1.7238 0.4052
C -0.5207 1.3690 0.2689
F 2.6401 1.9332 -0.5996
F 4.4483 1.0071 -1.3654
F 2.8382 -1.5391 -1.5728
P -0.3773 -0.2342 -0.7101
S -1.4709 -0.3877 -2.2945
H 0.3260 -3.0719 -1.0590
H -0.5617 -3.7498 0.1861
H -1.5688 -2.8588 -1.0311
H -1.6592 -0.8452 1.9767
H -2.2252 -2.4393 1.6162
H -2.9279 -0.9187 0.8676
H -0.9433 2.1695 -1.6952
H -1.0220 3.4945 -0.5298
H 0.6099 2.9943 -0.9814
H 0.5086 0.8070 2.3016
H -0.2551 2.3542 1.9951
H 1.2687 1.9096 1.3474
H 0.1752 -1.7842 1.1448
H -1.5191 1.2355 0.5133
*
```

Properties
**Total energy**: -1352.18344 Ha
**Orbital gap**: 7.49 eV

[4]
3 unconnected molecules or ions with the total composition CH9N5. Source: the Open Molecules 2025 dataset; level of theory: ωB97M-V/def2-TZVPD.

Structure (ORCA input):
```
! RIJCOSX wB97M-V def2-TZVPD def2/J DEFGRID3
* xyz 0 1
C 0.7667 0.2062 -0.2458
N -0.6702 -0.2144 0.0530
N -1.5650 0.6734 0.2908
N -0.7359 -1.3961 0.5403
N 0.6809 1.3495 -1.1090
N 1.5443 -0.8789 -0.7545
H 1.1805 0.5202 0.7214
H -1.6658 0.2255 2.2622
H -1.2472 1.5787 -0.0604
H -1.7173 -1.6591 0.6338
H -1.2797 -0.4493 2.5744
H 1.5608 1.8476 -1.1301
H 0.4518 1.0718 -2.0584
H 1.5457 -1.6480 -0.0938
H 1.1504 -1.2271 -1.6237
*
```

Properties
**Total energy**: -317.14954 Ha
**Orbital gap**: 9.60 eV

[5]
2 unconnected molecules or ions with the total composition C9H13BO2. Source: the Open Molecules 2025 dataset; level of theory: ωB97M-V/def2-TZVPD.

Structure (ORCA input):
```
! RIJCOSX wB97M-V def2-TZVPD def2/J DEFGRID3
* xyz 0 1
B 1.1253 1.4149 2.8130
C 2.5470 1.0071 3.0029
C 0.4629 2.0012 1.6293
C 1.0703 -0.9802 -1.9171
C 1.0475 0.5115 -1.8374
C -0.1543 -1.5261 -1.1885
C -0.2922 1.0755 -2.2983
C -1.2314 -0.6396 -0.8456
C -1.3335 0.5920 -1.3212
C 0.1909 1.3855 4.2137
O 3.5728 0.4944 3.2606
O -0.2157 2.5428 0.8382
H 1.0070 -1.2413 -2.9782
H 2.1069 -1.4007 -1.6484
H 1.1105 0.7786 -0.7950
H 1.9010 0.9434 -2.3743
H -0.5948 -2.2100 -1.8864
H 0.1275 -1.9344 -0.2279
H -0.3626 2.2356 -2.3751
H -0.4872 0.8988 -3.3102
H -2.0120 -0.9766 -0.1840
H -2.1243 1.2033 -0.9407
H -0.9181 1.2937 3.9282
H 0.1636 2.3749 4.7571
H 0.3050 0.5570 4.9542
*
```

Properties
**Total energy**: -525.97682 Ha
**Orbital gap**: 8.17 eV

[6]
8 unconnected molecules or ions with the total composition C50H115N7O8. Source: the Open Molecules 2025 dataset; level of theory: ωB97M-V/def2-TZVPD.

Structure (ORCA input):
```
! RIJCOSX wB97M-V def2-TZVPD def2/J DEFGRID3
* xyz 0 1
C 1.3670 0.0413 0.0858
C 0.0206 -0.3007 -0.5565
O -0.2243 -1.7062 -0.5052
H 1.7799 1.0153 -0.1643
H 2.1558 -0.6762 -0.2645
H 1.2164 0.0116 1.1701
H 0.0114 -0.1252 -1.6539
H -0.8178 0.2491 -0.0604
H -0.2106 -2.0408 0.4626
C 1.4145 -3.7696 -2.9394
C 0.7377 -2.9644 -4.0687
C -0.7961 -3.2391 -3.8561
O -1.4664 -2.3677 -4.7219
C -2.8830 -2.4750 -4.5758
N 0.8893 -1.5193 -3.8584
H 2.4794 -3.5160 -3.0504
H 1.4113 -4.8798 -2.9704
H 1.0556 -3.3602 -1.9882
H 1.0157 -3.3267 -5.0561
H -0.9986 -3.0466 -2.8009
H -1.0301 -4.2635 -4.0515
H -3.2131 -3.4823 -4.8326
H -3.3729 -1.7456 -5.1937
H -3.2093 -2.2901 -3.5459
H 1.8435 -1.3034 -4.0787
H 0.2851 -1.0582 -4.5125
C -1.3851 -2.4278 4.5980
C -0.7823 -1.7322 3.3859
C 0.6447 -1.3098 3.7882
O 0.7118 -0.5098 4.9664
C 2.0409 -0.3291 5.4040
N -0.6250 -2.4828 2.1652
H -2.5294 -2.4166 4.5735
H -1.0816 -2.0245 5.5803
H -1.1829 -3.5073 4.5735
H -1.3419 -0.8128 3.1970
H 1.0712 -0.7965 2.9581
H 1.1746 -2.2790 3.9478
H 2.5781 -1.2710 5.4587
H 1.9770 0.1345 6.3870
H 2.5967 0.2622 4.6794
H -1.5460 -2.5670 1.7171
H -0.3969 -3.4515 2.3569
C 2.9497 -2.6018 1.7172
C 2.8676 -4.0126 2.0194
C 2.2326 -4.8111 0.8933
O 2.1645 -6.1707 1.3172
C 1.7627 -6.9797 0.2550
N 4.1571 -4.4054 2.5780
H 2.0006 -2.1948 1.4165
H 3.7220 -2.4944 0.9396
H 3.3946 -2.0582 2.5431
H 2.2122 -4.2663 2.9192
H 2.7540 -4.7652 -0.1112
H 1.2260 -4.3951 0.7981
H 1.5818 -8.0173 0.5446
H 2.4962 -6.9997 -0.5312
H 0.8397 -6.5728 -0.1875
H 4.0363 -5.3847 2.8744
H 4.8547 -4.4419 1.8129
C 6.1829 2.4242 -0.5944
C 6.7261 1.2684 -1.5351
C 6.2265 -0.0765 -0.8386
C 4.7289 -0.2853 -1.0357
C 4.4330 -0.2481 -2.4936
C 4.8348 1.0079 -3.2671
N 6.3049 1.3418 -2.9099
O 6.5466 2.5872 -3.4384
C 4.7308 0.8094 -4.7377
C 3.8538 2.1505 -2.8120
C 8.3279 1.4130 -1.5264
H 6.2543 3.3203 -1.1880
H 6.8829 2.4926 0.2273
H 5.1429 2.3026 -0.2474
H 6.6350 -0.9542 -1.3050
H 6.5939 -0.0008 0.2111
H 4.1800 0.5354 -0.5893
H 4.3578 -1.1839 -0.5412
H 3.3962 -0.4528 -2.5733
H 4.9823 -0.9872 -3.0620
H 5.0393 1.7121 -5.2231
H 5.2259 -0.0923 -5.0955
H 3.6932 0.8160 -5.0835
H 3.6349 2.0497 -1.7324
H 4.2378 3.1465 -3.0339
H 2.8516 2.1152 -3.2901
H 8.6074 1.4186 -0.4508
H 8.6916 2.3463 -1.9749
H 8.8689 0.5558 -1.9038
H 7.4173 2.6140 -3.8232
C -2.6607 -4.5420 -0.4362
C -3.7459 -3.5994 0.0687
C -4.1986 -3.9471 1.4875
C -5.0798 -2.9481 2.2235
C -4.3649 -1.6045 2.1204
C -4.0073 -1.1007 0.6666
N -3.2081 -2.2092 0.0821
O -2.6975 -1.8830 -1.2329
C -5.2969 -0.7805 -0.1925
C -3.2084 0.1678 0.7407
C -4.9249 -3.7947 -0.9414
H -2.9844 -5.5570 -0.4602
H -1.7466 -4.4748 0.1564
H -2.2564 -4.2182 -1.4538
H -4.7335 -4.8608 1.3774
H -3.3624 -4.1958 2.1857
H -5.0268 -3.2623 3.2583
H -6.1162 -2.9600 1.8131
H -3.3946 -1.7086 2.6338
H -4.9664 -0.8001 2.5615
H -6.0484 -1.6055 -0.1256
H -5.7336 0.1605 0.1800
H -4.9543 -0.6489 -1.2368
H -3.8760 0.9328 1.1963
H -2.4092 0.1917 1.4410
H -2.7849 0.4735 -0.2069
H -5.0010 -4.8772 -1.1508
H -4.7533 -3.2704 -1.8370
H -5.8731 -3.5431 -0.4336
H -1.7329 -1.7829 -1.0473
C -0.5459 2.1438 1.8731
C -0.3194 3.0027 3.1529
C -0.3980 4.4417 2.7268
C -0.4960 5.4071 3.9563
C -1.7648 5.0484 4.7540
C -1.7166 3.6132 5.2342
N -1.4120 2.7277 4.0709
O -1.4527 1.3476 4.5891
C -0.7222 3.4588 6.3639
C -3.1442 3.2169 5.7645
C 1.0417 2.6270 3.7057
H -0.4402 1.0595 1.9957
H 0.0989 2.5099 1.0588
H -1.6013 2.3275 1.5662
H 0.4548 4.6078 2.0538
H -1.3314 4.6182 2.1181
H -0.5127 6.4348 3.5897
H 0.4091 5.3405 4.5579
H -2.5716 5.2179 4.0726
H -1.9491 5.7481 5.5767
H -0.5023 2.5062 6.8482
H 0.2258 3.8897 6.0462
H -1.0382 4.1216 7.2203
H -3.9152 3.0716 5.0146
H -3.0735 2.2848 6.3099
H -3.4959 3.9218 6.5153
H 1.2752 3.1819 4.6064
H 1.8342 2.7583 2.9352
H 1.1070 1.5444 3.8715
H -0.5674 1.1293 4.9650
C -2.4149 1.1104 -3.2106
C -2.8068 2.2748 -4.0573
C -4.0804 2.8710 -3.4964
C -3.8885 3.5947 -2.1899
C -2.8160 4.6252 -2.3341
C -1.5356 4.1152 -2.9192
N -1.8491 3.3666 -4.1618
O -0.6341 2.9484 -4.8849
C -0.7176 5.2660 -3.3971
C -0.7269 3.4543 -1.7705
C -3.1510 1.8158 -5.4702
H -3.0726 0.2466 -3.4322
H -2.6489 1.3078 -2.1578
H -1.3882 0.7231 -3.2946
H -4.4429 3.5636 -4.2617
H -4.8810 2.1174 -3.4157
H -3.7139 2.9151 -1.3600
H -4.8368 4.0328 -1.8479
H -2.6565 5.2122 -1.4065
H -3.2340 5.3837 -3.0317
H -0.5465 5.9500 -2.5198
H 0.2995 4.9850 -3.6639
H -1.1468 5.7542 -4.2606
H -1.4043 2.8575 -1.1280
H 0.0771 2.8267 -2.1372
H -0.3832 4.2538 -1.1202
H -4.1347 1.2970 -5.3720
H -2.3497 1.1837 -5.8690
H -3.2493 2.7079 -6.1242
H -0.2220 2.2645 -4.3372
*
```

Properties
**Total energy**: -2959.01311 Ha
**Orbital gap**: 8.84 eV